# 1
{
  "formula": "C5H9NO2",
  "method": "wB97M-V/def2-TZVPD",
  "species": ["C", "N", "O", "H", "H", "H", "C", "O", "C", "C", "C", "H", "H", "H", "H", "H", "H"],
  "coordinates": [[-3.38273, -0.40847, -0.22908], [-2.24812, -0.92120, 0.12364], [-2.00771, -2.17751, 0.20714], [-4.36039, -0.85591, -0.39163], [-3.47091, 0.71260, -0.32792], [-1.37288, -0.28408, 0.12833], [0.91102, 1.56386, -0.20491], [0.29927, 0.40885, 0.49107], [1.01214, -0.77178, 0.74530], [2.25295, -1.18151, 0.07769], [1.14054, -1.85833, -0.30287], [0.75467, 2.55051, 0.29600], [0.49158, 1.72793, -1.24724], [2.00020, 1.49677, -0.30027], [0.84587, -0.98406, 1.76355], [3.22262, -1.01249, 0.10278], [0.63284, -2.65254, -0.86344]],
  "nbo_charge": [-0.21, -0.06, -0.56, 0.21, 0.18, 0.42, -0.27, -0.59, 0.04, -0.21, -0.14, 0.19, 0.18, 0.19, 0.17, 0.20, 0.25],
  "total_charge": 0,
  "de_lowest_ev": 7.039,
  "smiles": "C=[NH+][O-].COC1C=C1",
  "gap_ev": [9.4, 9.4],
  "e_homo_ev": [-8.5505, -8.5513]
}


# 2
{
  "formula": "C5H9NO2",
  "method": "wB97M-V/def2-TZVPD",
  "species": ["C", "C", "C", "C", "C", "H", "H", "H", "H", "H", "H", "H", "H", "H", "N", "O", "O"],
  "coordinates": [[-0.26183, -0.82771, 0.08754], [-1.52439, -0.07366, 0.46300], [0.12656, 1.49023, 0.82182], [0.80214, 0.29681, 0.09945], [1.10266, -0.88482, 0.92460], [0.52808, -2.43540, -0.98366], [-1.67317, -0.06807, 1.65101], [-2.48948, -0.62044, -0.02510], [-1.45506, 1.60880, -1.14029], [0.59421, 2.43380, 0.43989], [-0.33294, 1.20069, 2.01942], [1.11290, 0.72111, -1.79631], [1.30086, -0.90304, 2.05058], [1.62124, -1.73237, 0.56453], [-1.31043, 1.46470, 0.01421], [-0.59625, -1.58577, -1.14839], [1.65819, 0.27788, -1.00885]],
  "nbo_charge": [0.18, -0.28, -0.27, 0.15, -0.43, 0.44, 0.20, 0.24, 0.38, 0.24, 0.25, 0.47, 0.23, 0.22, -0.69, -0.66, -0.68],
  "total_charge": 0,
  "de_lowest_ev": 8.545,
  "gap_ev": 8.7,
  "e_homo_ev": -8.7535
}


# 3
{
  "formula": "C5H9NO2",
  "method": "wB97M-V/def2-TZVPD",
  "species": ["C", "C", "N", "C", "O", "C", "C", "O", "H", "H", "H", "H", "H", "H", "H", "H", "H"],
  "coordinates": [[1.94464, 0.97283, -1.16799], [0.93807, 1.25170, -0.05433], [-0.31333, 0.37836, -0.13488], [-0.76536, 0.29611, -1.53076], [-0.50704, -0.64808, -2.20787], [-0.17078, -0.92202, 0.55791], [-1.00442, -0.69784, 1.81181], [-0.71771, -0.95100, 2.95217], [1.97101, -0.09940, -1.35044], [1.83171, 1.55880, -2.07435], [2.97817, 1.11349, -0.82130], [1.37275, 0.95478, 0.89580], [0.59693, 2.28900, -0.02391], [-1.36719, 1.17309, -1.75361], [0.85450, -1.19698, 0.78010], [-0.67321, -1.62915, -0.09724], [-1.97340, -0.23902, 1.57301]],
  "nbo_charge": [-0.66, -0.22, -0.51, 0.56, -0.53, -0.35, 0.45, -0.51, 0.23, 0.22, 0.22, 0.21, 0.21, 0.13, 0.21, 0.24, 0.10],
  "total_charge": 0,
  "de_lowest_ev": 1.966,
  "smiles": "CCN(C=O)CC=O",
  "gap_ev": 10.3,
  "e_homo_ev": -9.5089
}


# 4
{
  "formula": "C5H9NO2",
  "method": "wB97M-V/def2-TZVPD",
  "species": ["C", "C", "C", "N", "O", "O", "H", "H", "H", "H", "H", "C", "C", "H", "H", "H", "H"],
  "coordinates": [[1.04616, 1.63336, -0.22458], [-0.00482, -0.70465, -0.93891], [-0.34591, 1.08469, 0.00530], [-1.13064, -0.87293, -1.65605], [1.08369, -1.17206, -1.14627], [-1.42535, 1.51623, -0.38494], [-1.85254, -0.17162, -1.54584], [-1.06838, -1.36560, -2.53474], [1.80949, 0.95404, 0.14600], [1.19763, 1.78894, -1.29259], [1.11588, 2.59405, 0.28950], [-0.49260, -0.63724, 1.09793], [0.41153, -1.33612, 1.78048], [0.07575, -2.13140, 2.43514], [-1.57073, -0.72070, 1.13381], [-0.32492, 0.73488, 1.18423], [1.47576, -1.19388, 1.65152]],
  "nbo_charge": [-0.67, 0.64, 0.38, -0.84, -0.61, -0.66, 0.43, 0.40, 0.24, 0.24, 0.23, -0.19, -0.48, 0.23, 0.23, 0.19, 0.23],
  "total_charge": 0,
  "de_lowest_ev": 5.513,
  "gap_ev": 8.1,
  "e_homo_ev": -7.6916
}


# 5
{
  "formula": "C5H9NO2",
  "method": "wB97M-V/def2-TZVPD",
  "species": ["C", "C", "C", "C", "N", "C", "O", "O", "H", "H", "H", "H", "H", "H", "H", "H", "H"],
  "coordinates": [[-1.93091, 1.86863, 1.08014], [-1.02867, 1.40440, 0.22399], [-0.53875, -0.05105, 0.36866], [0.65662, -0.23543, -0.57418], [1.77528, 0.52240, -0.03143], [0.83212, -1.70896, -0.99577], [1.21359, -2.01033, -2.08655], [0.45228, -2.57611, -0.01250], [-2.09647, 1.27458, 1.97219], [-2.32667, 2.88557, 1.12529], [-0.76175, 2.06708, -0.61930], [-0.27828, -0.23835, 1.41533], [-1.35351, -0.69698, 0.02195], [0.42960, 0.18753, -1.58710], [2.06578, 0.14980, 0.86310], [2.52020, 0.60387, -0.71293], [0.36953, -3.44664, -0.45091]],
  "nbo_charge": [-0.41, -0.16, -0.45, -0.15, -0.82, 0.78, -0.58, -0.69, 0.18, 0.20, 0.21, 0.22, 0.22, 0.21, 0.36, 0.37, 0.49],
  "total_charge": 0,
  "de_lowest_ev": 1.219,
  "smiles": "C=CC[C@@H](N)C(=O)O",
  "gap_ev": 10.2,
  "e_homo_ev": -9.4929
}


# 6
{
  "formula": "C5H9NO2S",
  "method": "wB97M-V/def2-TZVPD",
  "species": ["C", "C", "C", "C", "C", "N", "O", "O", "S", "H", "H", "H", "H", "H", "H", "H", "H", "H"],
  "coordinates": [[1.27950, -0.77256, -0.44431], [0.45695, 1.25391, -1.20775], [-1.51656, -0.88604, -0.71909], [-1.75495, -1.62113, 0.62349], [1.78155, 1.01278, 0.83362], [1.34295, 0.49315, -0.37847], [1.86711, -1.77016, -0.40476], [-1.25711, 1.00079, 0.92538], [-1.39030, 0.86547, -0.55362], [0.74155, 2.30832, -1.20186], [0.45678, 0.81305, -2.12541], [-2.17233, -1.19612, -1.54600], [-1.77661, -2.71379, 0.41846], [-2.88490, -1.38221, 0.93904], [-1.03700, -1.17723, 1.38553], [2.52086, 0.39809, 1.36977], [2.27473, 1.94578, 0.64617], [1.06779, 1.42791, 1.43981]],
  "nbo_charge": [0.84, -0.37, -0.65, -0.66, -0.42, -0.46, -0.44, -1.01, 1.19, 0.22, 0.21, 0.21, 0.22, 0.20, 0.25, 0.23, 0.21, 0.25],
  "total_charge": 0,
  "de_lowest_ev": 5.871,
  "gap_ev": [7.6, 7.0],
  "e_homo_ev": [-7.3633, -7.1103]
}